Entry 1:
# C3H2AlLiO3

C3H2AlLiO3 as an isolated structure in a non-equilibrium geometry (wB97M-V/def2-TZVPD, OMol25).

Kohn-Sham gap (spin up / spin down) = 7.9 / 7.0 eV
charge = +1
⟨S²⟩ = 0.753
multiplicity = 2
energy above the lowest of the compared OMol25 structures with the same formula, charge and spin = 0.00 kcal/mol
HOMO energy (spin up / spin down) = -12.25 / -12.59 eV

Last column: Mulliken charge in e.
Geometry (Å):
O: 1.076 0.689 2.010  -0.416
O: 0.365 -0.588 -0.323  -0.203
C: 0.006 -1.105 -1.519  -0.196
C: -0.354 0.531 0.218  -0.117
O: -0.992 -0.580 -2.075  -0.307
C: -0.203 0.575 1.569  0.175
Li: 1.233 -2.643 -2.207  1.032
H: -0.891 1.146 2.202  0.316
H: 1.516 1.126 1.132  0.417
Al: -1.756 0.850 -1.008  0.300

=====

Entry 2:
# C2H4AgBr2F2Pt2

C2H4AgBr2F2Pt2 as an isolated structure in a non-equilibrium geometry (wB97M-V/def2-TZVPD, OMol25).

Kohn-Sham gap (spin up / spin down) = 6.4 / 3.9 eV
charge = +3
⟨S²⟩ = 6.013
multiplicity = 5
HOMO energy (spin up / spin down) = -20.83 / -19.60 eV

Last column: Mulliken charge in e.
Geometry (Å):
Ag: 0.470 19.657 5.083  0.907
Pt: -2.647 18.375 3.850  1.475
Pt: -2.254 21.820 4.675  0.940
F: -1.260 20.108 3.231  -0.762
F: -1.134 17.951 5.294  -0.548
Br: -2.978 22.734 -1.573  0.296
C: -1.962 21.645 -0.238  -0.527
C: -1.133 22.635 0.548  -0.544
Br: 0.396 23.112 -0.563  0.271
H: -1.274 20.956 -0.727  0.460
H: -2.620 21.064 0.409  0.333
H: -0.766 22.384 1.543  0.231
H: -1.796 23.490 0.677  0.469

=====

Entry 3:
# C14H21AsN2O5OsSSi2

C14H21AsN2O5OsSSi2 as an isolated structure in a non-equilibrium geometry (wB97M-V/def2-TZVPD, OMol25).

Kohn-Sham gap (spin up / spin down) = 5.7 / 6.3 eV
⟨S²⟩ = 6.028
multiplicity = 5
energy above the lowest of the compared OMol25 structures with the same formula, charge and spin = 0.00 kcal/mol
HOMO energy (spin up / spin down) = -6.65 / -8.16 eV

Last column: Mulliken charge in e.
Geometry (Å):
Os: -0.234 -0.118 -1.938  1.227
O: -0.009 6.088 -1.949  -0.504
C: -0.083 4.745 -2.036  0.885
C: -1.327 4.030 -1.861  -0.242
C: -1.314 2.635 -1.864  0.078
N: -0.130 1.985 -2.042  -0.288
C: 1.087 2.615 -2.160  0.359
C: 1.130 3.982 -2.200  -0.437
C: 2.138 1.570 -2.342  0.118
O: 3.360 1.777 -2.441  -0.642
O: 1.649 0.303 -2.371  -0.637
C: -2.482 1.780 -1.607  0.330
O: -3.603 2.195 -1.347  -0.623
O: -2.114 0.447 -1.713  -0.649
H: -0.914 6.468 -2.062  0.328
H: -2.275 4.596 -1.732  0.381
H: 2.148 4.412 -2.368  0.469
S: -0.289 -4.389 -4.088  -0.415
C: -0.330 -3.041 -3.309  0.649
N: -0.285 -2.010 -2.689  -0.620
C: -0.388 -0.028 3.701  -0.944
Si: -1.394 -0.175 2.186  0.297
C: -2.610 1.191 1.990  -0.948
C: -2.250 -1.877 2.190  -1.022
As: 0.212 -0.285 0.312  -0.041
Si: 1.645 -2.345 0.710  0.454
C: 2.319 -2.517 2.452  -1.054
C: 3.201 -2.083 -0.391  -1.120
C: 0.581 -3.763 0.045  -1.024
H: -1.117 0.016 4.515  0.348
H: 0.259 0.842 3.763  0.310
H: 0.153 -0.939 3.906  0.241
H: -3.129 1.453 2.942  0.387
H: -3.309 0.822 1.256  0.267
H: -2.147 2.119 1.574  0.246
H: -2.944 -1.820 3.048  0.371
H: -1.482 -2.643 2.375  0.261
H: -2.766 -2.099 1.240  0.310
H: 2.799 -1.566 2.763  0.298
H: 3.068 -3.322 2.519  0.376
H: 1.494 -2.714 3.118  0.267
H: 3.027 -2.507 -1.396  0.312
H: 4.045 -2.623 0.122  0.322
H: 3.595 -1.069 -0.502  0.329
H: 0.509 -4.597 0.735  0.415
H: 0.956 -4.123 -0.940  0.282
H: -0.449 -3.422 -0.116  0.290

=====

Entry 4:
# C4H9INO2

An isolated ion of composition C4H9INO2 and charge +1 in a non-equilibrium geometry (wB97M-V/def2-TZVPD, OMol25).

structure (SMILES) = C=C[C@@H](O)O[C@H]([NH3+])I
Kohn-Sham gap = 9.6 eV
charge = +1
energy above the lowest of the compared OMol25 structures with the same formula, charge and spin = 19.76 kcal/mol
HOMO energy = -13.57 eV

Last column: Mulliken charge in e.
Geometry (Å):
C: -0.318 0.581 2.689  -0.793
C: -0.496 1.074 1.459  -0.283
C: -1.072 0.572 0.153  0.201
O: -1.874 1.377 -0.599  -0.447
O: 0.189 0.159 -0.440  -0.266
C: 0.123 -0.327 -1.676  -0.625
N: 1.423 -1.058 -1.849  -0.338
I: 0.307 1.150 -3.310  0.166
H: -0.135 1.190 3.501  0.314
H: -0.638 -0.404 2.888  0.268
H: -0.075 2.006 1.143  0.265
H: -1.608 -0.448 0.176  0.408
H: -1.908 2.332 -0.349  0.349
H: -0.687 -0.971 -1.880  0.634
H: 1.547 -1.468 -2.819  0.376
H: 1.502 -1.886 -1.225  0.359
H: 2.127 -0.291 -1.743  0.413

=====

Repeat the first record exactly.
# C3H2AlLiO3

C3H2AlLiO3 as an isolated structure in a non-equilibrium geometry (wB97M-V/def2-TZVPD, OMol25).

Kohn-Sham gap (spin up / spin down) = 7.9 / 7.0 eV
charge = +1
⟨S²⟩ = 0.753
multiplicity = 2
energy above the lowest of the compared OMol25 structures with the same formula, charge and spin = 0.00 kcal/mol
HOMO energy (spin up / spin down) = -12.25 / -12.59 eV

Last column: Mulliken charge in e.
Geometry (Å):
O: 1.076 0.689 2.010  -0.416
O: 0.365 -0.588 -0.323  -0.203
C: 0.006 -1.105 -1.519  -0.196
C: -0.354 0.531 0.218  -0.117
O: -0.992 -0.580 -2.075  -0.307
C: -0.203 0.575 1.569  0.175
Li: 1.233 -2.643 -2.207  1.032
H: -0.891 1.146 2.202  0.316
H: 1.516 1.126 1.132  0.417
Al: -1.756 0.850 -1.008  0.300